{
  "formula": "C8H21AlINO4P2",
  "method": "ωB97M-V/def2-TZVPD",
  "charge": 2,
  "e_lumo_ev": -7.32,
  "elements": ["C", "I", "H", "H", "H", "Al", "P", "C", "C", "H", "H", "H", "H", "H", "H", "C", "H", "H", "H", "P", "C", "C", "H", "H", "H", "C", "H", "H", "H", "H", "H", "H", "C", "O", "O", "N", "O", "O"],
  "xyz": [[0.3311, -0.0086, -3.8619], [-1.4252, -0.3170, -2.5680], [1.2617, 0.0509, -3.3041], [0.0996, 0.9070, -4.4111], [0.3313, -0.8437, -4.5646], [-0.2818, 0.0061, -0.0789], [-0.0027, 2.2946, -0.3342], [-1.4755, 3.2837, -0.6834], [0.6669, 3.0604, 1.1608], [0.8731, 4.1090, 0.9165], [1.4175, 3.6906, -1.6040], [1.5942, 2.5552, 1.4644], [2.2052, 2.1193, -1.2156], [-2.2275, 3.1018, 0.0997], [-0.0547, 3.0016, 1.9866], [1.2795, 2.6040, -1.5557], [-1.1730, 4.3415, -0.6666], [0.9884, 2.1969, -2.5283], [-1.8869, 3.0095, -1.6624], [0.0687, -2.3537, -0.1010], [-1.4159, -3.3853, -0.2745], [1.3027, -2.9163, -1.3081], [1.5850, -2.2714, 1.7786], [1.1918, -3.9496, 1.3012], [0.0247, -2.9881, 2.2460], [0.7818, -2.9429, 1.4552], [2.2608, -2.4204, -1.0964], [1.4336, -4.0021, -1.2029], [-1.1528, -4.4474, -0.1824], [-1.8970, -3.2074, -1.2413], [0.9948, -2.6810, -2.3320], [-2.1124, -3.1310, 0.5347], [-2.9876, -0.0790, 0.1729], [-4.1125, 0.0612, 0.0697], [0.6644, 0.8228, 3.3336], [0.4152, 0.3474, 2.2684], [1.2993, 0.1212, 1.3245], [-0.8694, 0.2785, 1.7449]],
  "atomic_forces_ev_per_a": [[-0.5, 0.0, -0.6], [0.6, 0.2, -1.2], [-0.2, -0.1, 0.2], [0.1, -0.1, 0.3], [0.0, 0.0, 0.3], [-0.3, -0.5, 2.1], [0.3, 0.8, 0.2], [-0.1, -0.2, -0.2], [0.1, -0.2, 0.3], [0.0, -0.2, 0.2], [0.2, -0.2, -0.2], [-0.2, 0.3, -0.1], [-0.2, 0.2, -0.1], [0.2, 0.1, -0.2], [0.2, 0.2, -0.2], [-0.1, 0.1, -0.2], [-0.2, -0.3, -0.1], [0.1, 0.3, 0.1], [0.0, 0.2, 0.2], [0.4, -1.1, 0.5], [-0.2, 0.3, -0.2], [0.0, 0.2, -0.2], [-0.1, -0.3, -0.1], [-0.1, 0.2, 0.0], [0.1, 0.0, -0.2], [0.2, 0.2, 0.4], [-0.2, -0.2, -0.1], [-0.1, 0.3, -0.1], [0.0, 0.3, -0.1], [0.0, -0.2, 0.2], [0.1, -0.1, 0.1], [0.1, -0.1, -0.2], [-2.6, 0.4, -0.4], [2.6, -0.4, 0.4], [-0.6, -1.7, -1.7], [-0.5, 2.0, -0.8], [-1.5, -0.2, 0.9], [2.5, -0.5, 0.8]]
}



{
  "formula": "C8H21B2BeF8NO4",
  "method": "ωB97M-V/def2-TZVPD",
  "e_lumo_ev": 0.14,
  "elements": ["Be", "B", "F", "F", "F", "F", "B", "F", "F", "F", "F", "C", "O", "C", "C", "N", "C", "C", "O", "C", "H", "H", "H", "H", "H", "H", "H", "H", "H", "H", "H", "H", "H", "H", "H", "C", "C", "O", "O", "H", "H", "H", "H", "H", "H"],
  "xyz": [[0.2206, -0.6009, -0.0430], [0.9548, -3.2342, 0.0219], [1.7151, -2.3537, -0.7222], [1.5420, -4.4837, 0.0951], [0.6250, -2.7026, 1.2941], [-0.2032, -3.3819, -0.7169], [-1.8118, 2.4933, 0.4652], [-1.3376, 2.8315, 1.7591], [-3.1351, 2.0660, 0.4824], [-1.6138, 3.6083, -0.3665], [-1.0027, 1.4694, -0.0172], [-2.3178, -1.3542, 0.5973], [-1.2971, -0.7170, -0.1904], [-1.7335, -0.6654, -1.5572], [-0.6155, -0.0447, -2.4254], [0.6420, -0.6228, -2.0837], [1.8291, 0.0306, -2.5957], [2.5458, 0.4946, -1.3888], [1.6291, 1.1084, -0.4918], [1.3655, 2.4826, -0.7990], [-1.9597, -1.3048, 1.6212], [-2.4652, -2.3542, 0.1861], [-3.2372, -0.7819, 0.4661], [-2.6274, -0.0493, -1.6695], [-1.9424, -1.7062, -1.8197], [-0.6444, 1.0426, -2.3651], [-1.0194, -0.2597, -3.4218], [0.6291, -1.5280, -2.5408], [1.6708, 0.8160, -3.3385], [2.4826, -0.6588, -3.1356], [3.3027, 1.2439, -1.6306], [3.0104, -0.3046, -0.8105], [0.9415, 3.0048, 0.0567], [0.8079, 2.7471, -1.6965], [2.2900, 3.0648, -0.8842], [0.6828, 0.5501, 3.1500], [-0.5255, -0.3417, 3.3365], [-1.1639, -0.7245, 2.0849], [1.3344, 0.3032, 1.8981], [1.3778, 0.3437, 3.9646], [0.3464, 1.5883, 3.1285], [-1.2325, 0.1670, 3.9907], [-0.2457, -1.2743, 3.8259], [-2.0790, -0.4461, 2.1946], [2.2652, 0.4389, 2.0916]],
  "atomic_forces_ev_per_a": [[1.5, 1.0, -0.5], [-0.4, -2.5, 0.1], [1.4, 1.3, 0.5], [0.5, 0.3, 0.5], [0.2, 0.8, -0.4], [-1.6, 0.3, -0.5], [0.2, 1.5, 0.4], [-0.3, -0.3, 0.1], [-0.1, -0.1, 0.1], [-0.3, -0.1, -0.1], [0.7, 0.1, -0.2], [-4.2, -2.4, -4.5], [-0.6, -1.4, -1.1], [0.8, 0.4, -0.8], [-2.8, 0.5, -0.5], [-0.9, -0.9, -0.2], [0.9, -0.2, -0.6], [1.1, 1.4, 0.9], [-0.4, 0.3, -0.3], [0.8, 1.5, 0.8], [-3.6, -6.6, -4.0], [0.0, 0.0, 0.0], [0.0, 0.2, -0.4], [0.0, -0.1, 0.4], [0.0, 0.1, -0.3], [0.3, -0.1, 0.5], [0.7, -0.1, -0.4], [0.0, -0.5, 0.8], [-0.6, 0.2, 0.3], [-0.2, -0.3, 0.2], [0.2, -0.2, -0.1], [-0.1, -0.2, -0.3], [-0.7, -0.7, 0.0], [-0.4, -0.8, 0.0], [0.6, -0.6, -0.3], [-0.6, 0.4, -0.4], [0.8, -0.7, 0.8], [6.9, 6.2, 8.5], [-0.4, -0.7, 0.3], [0.0, 0.2, 0.1], [0.2, 0.0, 0.2], [-0.1, 0.0, -0.2], [0.1, -0.1, -0.1], [0.3, 2.8, 1.3], [0.1, -0.1, -0.7]]
}



{
  "formula": "C8H21B2N3",
  "method": "ωB97M-V/def2-TZVPD",
  "e_lumo_ev": -0.15,
  "elements": ["B", "B", "N", "N", "N", "C", "C", "C", "C", "C", "C", "C", "C", "H", "H", "H", "H", "H", "H", "H", "H", "H", "H", "H", "H", "H", "H", "H", "H", "H", "H", "H", "H", "H"],
  "xyz": [[0.5890, -0.1068, -1.2656], [1.3475, -0.1727, 0.3551], [0.1236, -1.4260, -0.7895], [0.6743, -1.5262, 0.3790], [0.6144, 0.9945, -0.1384], [0.0973, 0.1530, -2.7591], [2.7817, -0.0110, 0.9870], [-0.5572, -2.4517, -1.5081], [0.3258, -2.5123, 1.3574], [-1.5771, 1.9335, -0.6025], [-1.1839, 0.4254, 1.4272], [-0.3139, 2.7953, 1.2984], [-0.6042, 1.5135, 0.5237], [-0.9333, -0.1157, -2.7657], [0.0924, 1.2595, -2.7725], [0.7366, -0.2692, -3.5663], [3.2037, -0.9863, 0.7979], [3.4174, 0.7299, 0.4923], [2.7039, 0.1828, 2.0714], [-1.5494, -2.5969, -1.0948], [0.0321, -3.3577, -1.4117], [-0.6365, -2.2414, -2.5762], [1.0925, -2.5105, 2.1081], [-0.6167, -2.2907, 1.8459], [0.2752, -3.4870, 0.9002], [-1.9002, 1.1500, -1.2940], [-2.4788, 2.3867, -0.1913], [-1.0919, 2.7292, -1.1909], [-2.1791, 0.6871, 1.7710], [-1.1794, -0.5500, 0.9114], [-0.5551, 0.3341, 2.3083], [-1.2787, 3.1746, 1.6776], [0.1039, 3.5245, 0.6205], [0.4240, 2.6384, 2.0941]],
  "atomic_forces_ev_per_a": [[-5.5, -0.6, -3.0], [0.9, 2.0, 4.1], [-0.3, 4.0, -5.0], [2.8, -1.6, 4.9], [2.6, -2.5, 0.1], [1.8, 1.9, 0.6], [0.0, -0.6, -1.0], [0.9, -0.9, -0.1], [-0.3, 0.9, -0.3], [-0.1, 0.5, 0.0], [-0.1, 0.0, -0.3], [0.2, -0.4, 0.1], [-1.2, -0.6, -1.7], [-0.7, -0.5, -0.6], [0.2, -0.4, -0.8], [-0.7, 0.3, 0.4], [0.8, -0.4, 0.5], [-0.3, 0.1, 0.3], [0.0, -0.1, -0.4], [-0.2, -0.1, 0.1], [-0.2, -0.6, -0.1], [0.1, 0.3, 0.4], [0.4, -0.1, 0.4], [-0.6, -0.2, 0.4], [0.0, -0.5, -0.1], [0.2, -0.1, 0.3], [-0.1, 0.0, 0.2], [-0.1, -0.4, 0.1], [-0.3, 0.0, 0.0], [-0.5, 0.8, 0.3], [0.2, -0.1, 0.2], [0.5, -0.1, 0.1], [0.1, 0.3, -0.2], [-0.3, 0.0, 0.0]]
}



{
  "formula": "C8H21BCl12InO2",
  "method": "ωB97M-V/def2-TZVPD",
  "charge": -1,
  "e_lumo_ev": 2.06,
  "elements": ["C", "C", "O", "B", "O", "In", "H", "H", "H", "H", "H", "H", "H", "H", "H", "C", "Cl", "Cl", "H", "H", "C", "Cl", "Cl", "H", "H", "C", "Cl", "Cl", "H", "H", "C", "Cl", "Cl", "H", "H", "C", "Cl", "Cl", "H", "H", "C", "Cl", "Cl", "H", "H"],
  "xyz": [[-1.4315, -3.4728, -1.3286], [-0.0327, -2.9044, -2.0068], [1.0461, -2.6470, -1.0415], [0.8799, -1.3615, -0.3363], [1.2193, -1.2999, 1.1297], [0.1933, 0.6070, -1.2643], [-2.3585, -2.8615, -1.7362], [-1.4189, -3.3474, -0.1634], [-1.5781, -4.6159, -1.5545], [0.3733, -3.7573, -2.7371], [-0.3110, -2.0019, -2.6975], [0.9311, -2.1417, 1.5900], [-1.1836, 1.2005, -0.2317], [-0.3005, 0.3798, -2.9967], [1.5961, 1.7507, -1.1578], [-2.9343, 3.3096, -3.5088], [-1.3130, 3.8038, -3.0068], [-3.4207, 1.8126, -2.7039], [-3.6433, 4.0995, -3.2494], [-2.9388, 3.1499, -4.5897], [4.1191, 2.7994, 0.6170], [5.1742, 2.8620, -0.8000], [2.7390, 3.8883, 0.4310], [3.7520, 1.7780, 0.7424], [4.6906, 3.0971, 1.4995], [-1.6089, 1.9112, 2.6711], [-1.1685, 3.2567, 1.6125], [-0.8188, 0.4147, 2.1600], [-1.2994, 2.1460, 3.6924], [-2.6921, 1.7712, 2.6367], [0.0700, -4.0932, 3.7009], [-0.1206, -4.6737, 2.0421], [-0.0417, -2.3304, 3.7746], [-0.7180, -4.5258, 4.3220], [1.0481, -4.4036, 4.0762], [-3.3965, -5.8466, 0.7962], [-3.9065, -4.1647, 0.6059], [-3.9200, -6.8293, -0.5770], [-2.3066, -5.8824, 0.8642], [-3.8368, -6.2505, 1.7110], [4.1985, 6.9408, -0.6569], [4.7384, 7.4385, 0.9512], [3.3221, 8.2458, -1.4657], [5.0707, 6.6722, -1.2577], [3.5377, 6.0762, -0.5584]],
  "atomic_forces_ev_per_a": [[0.2, 0.3, 0.1], [-0.5, -1.2, -1.3], [-2.1, 1.4, 0.7], [0.8, -1.2, 1.3], [-1.0, -2.0, -2.3], [-0.2, 0.4, -0.1], [1.9, -1.3, 0.8], [0.1, -0.1, -2.3], [0.2, 2.2, 0.4], [-0.7, 1.8, 1.6], [0.8, -1.3, 1.6], [0.8, 1.2, -1.0], [0.4, -0.1, -1.0], [0.1, 0.1, 0.3], [-0.3, -0.2, -0.1], [-0.1, 0.1, -0.1], [-0.1, 0.1, -0.1], [-0.2, 0.1, -0.1], [0.2, -0.2, 0.0], [0.1, -0.1, 0.3], [-0.2, -0.2, 0.4], [0.2, 0.0, 0.0], [0.1, -0.1, 0.3], [-0.1, 0.3, -0.3], [-0.1, 0.1, -0.3], [-0.2, -0.2, 0.1], [-0.1, 0.3, 0.3], [0.0, 0.2, 0.8], [0.0, 0.0, -0.3], [0.3, 0.1, -0.1], [0.0, -0.1, 0.5], [0.1, -0.1, 0.0], [-0.1, -0.3, 0.3], [0.1, 0.1, -0.2], [-0.2, 0.1, -0.2], [0.2, 0.1, 0.3], [-0.2, -0.2, 0.3], [0.0, -0.2, 0.0], [-0.3, 0.1, -0.2], [0.0, 0.1, -0.3], [0.0, -0.4, -0.2], [0.1, -0.1, 0.1], [0.0, 0.0, -0.1], [-0.2, 0.2, 0.2], [0.2, 0.3, 0.1]]
}



{
  "formula": "C8H21BrNO5V",
  "method": "ωB97M-V/def2-TZVPD",
  "e_lumo_ev": -2.88,
  "elements": ["O", "V", "O", "Br", "C", "O", "C", "C", "N", "C", "C", "O", "C", "H", "H", "H", "H", "H", "H", "H", "H", "H", "H", "H", "H", "H", "H", "H", "C", "C", "O", "H", "H", "H", "H", "H", "H"],
  "xyz": [[-15.2529, 18.1661, -5.5187], [-14.3466, 18.7555, -4.3686], [-13.3210, 17.6138, -4.0310], [-12.8625, 20.4766, -5.7173], [-16.7227, 24.6859, -7.3386], [-15.3609, 24.6376, -7.6742], [-14.8831, 23.3204, -7.6853], [-13.3587, 23.3993, -7.8760], [-12.9466, 24.2863, -8.9586], [-13.0507, 23.6538, -10.2677], [-12.8279, 24.6357, -11.3832], [-13.7802, 25.6637, -11.2795], [-13.9262, 26.3675, -12.4899], [-17.0875, 25.6974, -7.4951], [-16.8507, 24.4451, -6.2736], [-17.2949, 23.9614, -7.9266], [-15.3261, 22.7589, -8.5180], [-15.0643, 22.8403, -6.7163], [-12.8882, 22.4222, -7.9687], [-12.9937, 23.8402, -6.9403], [-13.5373, 25.1100, -8.9344], [-14.0145, 23.1416, -10.4184], [-12.2738, 22.8831, -10.3271], [-13.0211, 24.0810, -12.3161], [-11.7862, 24.9747, -11.4165], [-12.9857, 26.8348, -12.7889], [-14.6869, 27.1315, -12.3255], [-14.3436, 25.7088, -13.2616], [-10.3501, 20.3160, -9.0898], [-9.8958, 21.6365, -8.4941], [-9.8838, 21.5660, -7.0751], [-9.6688, 19.5551, -8.7149], [-10.3140, 20.3318, -10.1821], [-11.3904, 20.1309, -8.8196], [-10.5541, 22.4612, -8.7960], [-8.8883, 21.9010, -8.8102], [-10.7599, 21.3100, -6.7649]],
  "atomic_forces_ev_per_a": [[0.3, 0.6, 1.3], [1.9, -0.2, -2.9], [-0.9, 0.8, 0.3], [-1.5, -1.2, 1.4], [0.0, -0.1, 0.4], [-0.1, 0.3, -0.1], [1.1, -0.4, -0.4], [-0.2, 1.1, 0.6], [0.1, -0.4, -0.2], [0.1, -0.1, 0.6], [-0.4, -0.8, -0.5], [0.2, 0.2, 0.1], [-0.6, 0.1, 0.3], [0.0, 0.0, -0.2], [-0.1, -0.1, -0.1], [-0.1, 0.1, -0.1], [-0.3, -0.1, 0.2], [-0.2, -0.2, -0.1], [-0.2, -0.1, -0.2], [0.2, -0.1, -0.1], [0.0, 0.0, 0.0], [0.0, 0.1, -0.1], [0.0, 0.0, -0.1], [0.2, 0.1, 0.0], [-0.1, 0.4, 0.2], [0.0, 0.0, -0.2], [0.2, 0.1, 0.1], [0.4, 0.0, -0.2], [0.2, 0.5, -0.3], [-0.6, 0.2, 0.1], [0.3, 0.1, 0.1], [-0.3, -0.3, 0.0], [0.1, 0.0, 0.0], [0.1, -0.3, 0.2], [0.1, 0.0, -0.2], [0.1, -0.1, 0.1], [0.1, 0.0, -0.1]]
}



{
  "formula": "C8H21ClEuIOP2",
  "method": "ωB97M-V/def2-TZVPD",
  "charge": 2,
  "e_lumo_ev": [-11.07, -11.05],
  "multiplicity": 7,
  "elements": ["C", "I", "H", "H", "H", "Eu", "P", "C", "C", "H", "H", "H", "H", "H", "H", "C", "H", "H", "H", "P", "C", "C", "H", "H", "H", "C", "H", "H", "H", "H", "H", "H", "C", "O", "Cl"],
  "xyz": [[0.5087, -0.0073, -3.4099], [-1.9782, -0.2384, -2.3513], [1.5381, 0.0989, -2.9920], [0.2488, 0.8564, -4.0086], [0.4250, -0.9087, -4.0016], [0.4747, -0.0613, -0.9463], [-0.1223, 2.7019, 0.2445], [-1.6127, 3.7451, 0.0119], [0.5446, 3.4324, 1.7938], [0.7160, 4.5106, 1.6732], [0.9399, 4.6170, -0.8286], [1.4846, 2.9222, 2.0313], [2.0563, 3.2057, -0.7366], [-2.2948, 3.5839, 0.8565], [-0.1673, 3.2590, 2.6111], [1.0261, 3.5274, -0.9481], [-1.3370, 4.8068, -0.0471], [0.7697, 3.2425, -1.9775], [-2.1154, 3.4365, -0.9141], [-0.0410, -2.6809, 0.6265], [-1.5543, -3.7129, 0.5728], [1.0763, -3.6907, -0.4388], [1.5615, -2.6311, 2.4308], [0.8054, -4.2613, 2.2895], [-0.0902, -2.9016, 3.0510], [0.6253, -3.1775, 2.2654], [2.1100, -3.3387, -0.3050], [0.9925, -4.7444, -0.1415], [-1.2966, -4.7711, 0.7196], [-2.0410, -3.5740, -0.4026], [0.7935, -3.5729, -1.4936], [-2.2410, -3.3783, 1.3614], [-1.5410, -0.1496, 0.9254], [-2.5431, -0.2417, 1.4874], [2.2789, 0.0960, 0.9910]],
  "atomic_forces_ev_per_a": [[-1.7, -0.1, -2.3], [1.0, 0.1, -1.9], [-0.7, 0.0, 0.3], [0.0, 0.1, 0.0], [0.0, -0.2, 0.0], [1.5, 0.2, 6.6], [0.5, 1.4, -0.3], [-0.3, -0.6, -0.2], [0.0, -0.8, 0.2], [-0.1, -0.3, -0.1], [0.1, -0.3, -0.2], [-0.1, 0.2, 0.1], [-0.2, 0.2, -0.1], [0.1, 0.1, -0.2], [0.2, 0.1, -0.1], [0.0, -0.5, 0.0], [0.0, -0.3, 0.1], [0.1, 0.3, 0.0], [0.0, 0.3, 0.2], [0.7, -1.7, -0.2], [-0.3, 0.6, -0.3], [0.0, 0.5, -0.1], [-0.2, -0.2, 0.1], [-0.1, 0.3, -0.2], [0.2, -0.1, -0.1], [0.0, 0.9, 0.1], [-0.2, -0.2, 0.0], [0.1, 0.3, -0.2], [0.0, 0.4, 0.0], [0.0, -0.2, 0.3], [0.1, -0.2, 0.1], [0.1, -0.2, -0.2], [-3.1, 0.0, 1.5], [3.3, 0.3, -1.6], [-1.0, -0.2, -1.3]]
}



For reference, electronic energy by record: -1895.375271 -1536.772852 -531.315836 -6205.120061 -4266.303734 -2542.914227 a.u..